(1)
7
Properties=species:S:1:pos:R:3:lowdin_spin:R:1 method="wB97M-V/def2-TZVPD" fmax_ev_per_a=5.23 total_energy_ev=-36771.59340 de_lowest_kcal_mol=25.5 s2=2.0049 orbital_gap_ev="5.392 / 6.883" multiplicity=3
O -0.21 0.13 1.45 0.05
O 0.17 0.61 -0.93 0.05
P -0.85 -0.26 0.06 0.43
S -0.94 -2.17 -0.25 1.09
Cl -2.50 0.88 -0.02 0.37
H 0.71 0.15 1.30 0.01
H -0.14 0.74 -1.77 0.00

(2)
7
Properties=species:S:1:pos:R:3:nbo_charge:R:1 method="wB97M-V/def2-TZVPD" fmax_ev_per_a=3.13 total_energy_ev=-27984.81255 de_lowest_kcal_mol=86.9 orbital_gap_ev=9.170
O 0.21 -1.05 1.03 -0.98
O 1.42 0.73 -0.28 -1.00
O -1.23 0.68 -0.94 -0.82
P 0.48 -0.60 -0.50 1.57
Cl -2.22 0.78 0.40 0.18
H 0.03 -2.00 1.18 0.53
H 1.31 1.45 -0.90 0.52

(3)
5
Properties=species:S:1:pos:R:3:nbo_charge:R:1 method="wB97M-V/def2-TZVPD" fmax_ev_per_a=5.44 total_energy_ev=-23890.17884 de_lowest_kcal_mol=36.9 orbital_gap_ev=8.513
O 0.38 -0.33 1.10 -0.94
P 0.22 0.64 -0.19 1.09
Cl -1.70 -0.11 -1.95 -0.53
H -0.15 -0.22 1.80 0.50
H 1.25 0.03 -0.75 -0.11

(4)
50
Properties=species:S:1:pos:R:3:nbo_charge:R:1 method="wB97M-V/def2-TZVPD" fmax_ev_per_a=2.85 total_energy_ev=-51907.81083 de_lowest_kcal_mol=0.0 orbital_gap_ev=9.403 charge=-1
Cl -1.82 -11.62 12.49 2.46
O -2.17 -12.94 13.04 -0.81
O -0.41 -11.67 11.99 -0.88
O -2.73 -11.30 11.37 -0.87
O -1.94 -10.55 13.49 -0.85
O 2.26 -11.00 11.75 -0.94
H 2.74 -10.85 12.56 0.45
H 1.37 -11.07 12.08 0.47
O -2.49 -8.56 11.48 -0.98
H -2.63 -9.43 11.77 0.46
H -1.64 -8.56 11.06 0.49
O 0.44 -14.66 13.28 -0.95
H -0.25 -14.02 13.22 0.49
H 1.09 -14.36 12.63 0.48
O -0.22 -9.54 10.29 -0.95
H -0.75 -9.63 9.51 0.46
H -0.19 -10.36 10.75 0.49
O -1.48 -16.12 11.94 -1.00
H -0.68 -15.85 12.48 0.48
H -2.30 -15.87 12.41 0.49
O -4.71 -9.43 9.91 -0.94
H -4.50 -9.47 10.81 0.48
H -3.89 -9.20 9.45 0.47
O -4.25 -14.96 12.10 -0.98
H -4.58 -14.08 12.35 0.50
H -4.88 -15.29 11.42 0.46
O -2.67 -11.54 8.44 -0.95
H -2.08 -11.99 9.04 0.50
H -2.55 -10.59 8.50 0.45
O -1.14 -11.83 16.07 -0.97
H -0.25 -11.74 16.40 0.48
H -1.21 -11.50 15.17 0.49
O -5.37 -12.54 12.60 -0.97
H -5.44 -12.26 11.67 0.51
H -5.00 -11.81 13.07 0.47
O -5.42 -12.16 9.65 -1.00
H -6.10 -11.92 8.97 0.48
H -4.68 -11.53 9.50 0.52
O -3.60 -9.11 15.21 -0.96
H -3.72 -9.76 14.51 0.49
H -4.41 -8.88 15.67 0.47
O 0.99 -8.48 13.40 -0.92
H 0.44 -9.24 13.59 0.47
H 1.58 -8.48 14.18 0.45
O -3.98 -12.45 15.36 -0.96
H -3.88 -12.72 14.47 0.47
H -3.12 -12.26 15.67 0.48
O -2.53 -13.98 10.04 -0.95
H -3.37 -14.16 9.59 0.47
H -2.74 -13.26 10.68 0.47

(5)
6
Properties=species:S:1:pos:R:3:nbo_charge:R:1 method="wB97M-V/def2-TZVPD" fmax_ev_per_a=5.94 total_energy_ev=-15548.45871 de_lowest_kcal_mol=19.1 orbital_gap_ev=9.289
N -0.66 -0.53 0.10 -0.68
N 0.46 0.51 -0.15 -0.48
Cl 2.12 -0.11 -0.25 0.08
H -0.70 -1.10 -0.64 0.35
H -1.55 0.00 0.35 0.37
H 0.32 1.23 0.58 0.36

(6)
9
Properties=species:S:1:pos:R:3:nbo_charge:R:1 method="wB97M-V/def2-TZVPD" fmax_ev_per_a=5.18 total_energy_ev=-30479.41759 de_lowest_kcal_mol=9.2 orbital_gap_ev=11.096
N -1.46 -0.05 0.30 -0.65
N -0.45 0.24 -0.50 -0.72
S 1.07 0.27 0.02 2.28
O 1.96 0.88 -0.92 -0.89
O 1.17 0.51 1.39 -0.89
Cl 1.73 -1.74 -0.04 -0.32
H -1.51 -1.04 0.49 0.38
H -1.79 0.66 0.90 0.39
H -0.74 0.28 -1.63 0.43